{"formula": "C28H67AlFIN7O4P2", "method": "ωB97M-V/def2-TZVPD", "molar_mass_g_mol": 800.72, "energy_ha": -3113.9636, "charge": -1, "symbols": ["C", "C", "C", "C", "C", "Al", "C", "C", "C", "C", "N", "C", "C", "O", "C", "C", "O", "F", "C", "C", "C", "I", "H", "H", "H", "H", "H", "H", "H", "H", "H", "H", "H", "H", "H", "H", "H", "H", "H", "H", "H", "H", "H", "H", "H", "H", "H", "H", "H", "H", "H", "H", "H", "O", "P", "N", "C", "C", "N", "C", "C", "N", "C", "C", "H", "H", "H", "H", "H", "H", "H", "H", "H", "H", "H", "H", "H", "H", "H", "H", "H", "H", "O", "P", "N", "C", "C", "N", "C", "C", "N", "C", "C", "H", "H", "H", "H", "H", "H", "H", "H", "H", "H", "H", "H", "H", "H", "H", "H", "H", "H"], "coordinates": [[-2.778, 3.127, 3.673], [-3.440, 4.532, 3.582], [-2.932, 5.419, 2.422], [-1.391, 5.465, 2.243], [-1.081, 5.526, 0.692], [-1.114, 3.656, -0.180], [-0.028, 2.358, 1.006], [1.205, 1.735, 0.285], [1.424, 0.276, 0.792], [0.547, -0.739, 0.042], [0.727, -2.127, 0.540], [-0.414, -2.943, 0.313], [-0.476, -4.241, 1.147], [-1.287, -2.705, -0.459], [-0.130, 3.860, -1.970], [-0.302, 2.738, -2.967], [-0.188, 2.926, -4.112], [-0.585, 1.469, -2.577], [-2.995, 2.849, -0.308], [-3.885, 3.284, -1.510], [-3.477, 4.612, -2.187], [-4.078, 1.792, -3.071], [-2.175, 2.900, 2.782], [-3.477, 2.319, 3.922], [-2.042, 3.166, 4.499], [-3.412, 5.049, 4.554], [-4.518, 4.357, 3.392], [-3.389, 5.190, 1.451], [-3.245, 6.454, 2.662], [-0.863, 4.578, 2.620], [-0.921, 6.350, 2.707], [-1.873, 6.178, 0.271], [-0.083, 5.966, 0.500], [0.329, 2.831, 1.939], [-0.696, 1.522, 1.297], [2.140, 2.290, 0.454], [1.074, 1.642, -0.806], [1.182, 0.169, 1.864], [2.493, -0.018, 0.717], [0.702, -0.697, -1.050], [-0.499, -0.452, 0.220], [1.472, -2.544, -0.020], [0.534, -4.681, 1.145], [-1.205, -4.906, 0.674], [-0.770, -3.972, 2.170], [-0.491, 4.765, -2.479], [0.930, 4.044, -1.728], [-2.871, 1.753, -0.253], [-3.523, 3.132, 0.622], [-4.902, 3.437, -1.114], [-2.745, 4.405, -2.982], [-4.336, 5.084, -2.696], [-3.031, 5.345, -1.501], [-3.664, -8.008, -3.566], [-4.196, -6.648, -3.974], [-3.091, -5.695, -3.036], [-3.330, -4.352, -2.530], [-1.691, -5.817, -3.444], [-5.703, -6.811, -3.126], [-6.172, -5.862, -2.133], [-6.072, -8.154, -2.688], [-4.830, -5.230, -4.812], [-6.150, -5.435, -5.463], [-3.939, -4.803, -5.922], [-3.348, -3.581, -3.311], [-2.545, -4.069, -1.828], [-4.248, -4.269, -1.956], [-1.471, -5.279, -4.375], [-1.424, -6.866, -3.588], [-1.025, -5.429, -2.671], [-5.583, -5.907, -1.210], [-7.215, -6.070, -1.874], [-6.180, -4.840, -2.515], [-5.518, -8.455, -1.790], [-5.893, -8.889, -3.469], [-7.141, -8.201, -2.459], [-6.134, -6.283, -6.155], [-6.434, -4.538, -6.018], [-6.950, -5.597, -4.748], [-3.750, -5.617, -6.628], [-2.981, -4.440, -5.552], [-4.377, -3.968, -6.469], [4.757, 2.585, 2.220], [5.905, 1.755, 2.751], [6.514, 2.961, 3.853], [7.887, 3.103, 4.297], [5.610, 3.273, 4.961], [6.801, 1.838, 1.265], [8.152, 2.356, 1.167], [6.064, 2.254, 0.072], [7.039, 0.541, 3.353], [7.257, -0.607, 2.435], [6.554, -0.089, 4.609], [8.222, 2.305, 4.975], [8.009, 4.047, 4.836], [8.595, 3.165, 3.476], [5.587, 2.486, 5.726], [4.592, 3.419, 4.594], [5.899, 4.206, 5.451], [8.188, 3.443, 1.314], [8.570, 2.140, 0.179], [8.831, 1.867, 1.868], [5.903, 3.339, 0.053], [5.098, 1.759, 0.010], [6.612, 1.976, -0.833], [6.316, -1.094, 2.165], [7.908, -1.345, 2.910], [7.765, -0.321, 1.519], [5.555, -0.516, 4.490], [6.527, 0.624, 5.433], [7.231, -0.881, 4.929]], "forces_ev_per_a": [[0.8, 0.7, 0.7], [-1.0, -0.8, -0.7], [0.7, 0.8, 1.0], [0.5, 0.1, -1.5], [-0.5, -0.4, 0.4], [0.3, 0.1, 0.6], [0.2, 0.3, -0.6], [-0.2, -1.1, 0.6], [0.7, -0.4, -0.1], [-0.2, 0.5, 0.0], [-0.4, 0.3, -0.6], [0.9, -1.4, 1.1], [0.6, 0.7, -0.6], [-1.2, 0.9, -0.8], [-0.8, -0.7, 0.8], [0.8, 1.5, 1.6], [-0.1, -0.2, -3.1], [0.0, 0.0, 0.8], [0.3, 0.0, -0.6], [-0.2, 0.9, 1.2], [0.1, -0.3, -0.8], [-0.1, 0.0, 0.2], [-0.5, -0.2, 0.1], [0.1, 0.2, -0.3], [-0.2, -0.2, -0.3], [0.3, -0.1, -0.3], [0.3, 0.2, 0.1], [0.0, -0.3, 0.4], [0.0, -0.3, -0.3], [-0.4, 0.2, 0.3], [-0.4, -0.3, 0.3], [0.6, 0.1, -0.1], [-0.4, 0.0, 0.1], [-0.2, -0.2, -0.2], [0.2, 0.3, 0.0], [-0.4, 0.1, 0.0], [0.0, 0.3, 0.3], [0.1, 0.3, -0.3], [-0.4, 0.1, -0.2], [0.0, 0.1, 0.4], [0.2, -0.2, -0.2], [0.2, -0.1, 0.7], [-0.4, -0.1, 0.3], [0.2, 0.1, 0.3], [0.1, -0.2, -0.2], [0.2, -0.3, 0.0], [-0.2, -0.4, -0.1], [-0.2, 0.3, -0.1], [0.1, -0.1, -0.3], [0.1, -0.4, -0.5], [-0.1, 0.2, 0.3], [0.2, -0.2, 0.2], [-0.2, -0.4, 0.1], [0.6, -0.1, -3.9], [-1.4, 2.0, 7.3], [0.5, 0.0, -0.5], [-0.3, 0.5, -0.2], [0.1, -0.6, 0.1], [-0.3, -0.3, 0.0], [-0.2, 0.5, -0.4], [0.2, -0.2, -0.1], [0.1, -2.1, -2.7], [-0.5, 0.1, 0.1], [0.6, 0.4, 0.3], [0.0, 0.0, 0.0], [0.1, -0.2, -0.1], [-0.1, -0.1, -0.2], [0.1, 0.1, 0.1], [-0.1, 0.0, -0.1], [-0.2, 0.1, 0.0], [0.0, 0.1, 0.0], [0.1, -0.2, 0.0], [0.2, 0.0, 0.0], [0.0, -0.1, 0.0], [0.1, 0.0, 0.1], [0.0, 0.3, 0.0], [-0.1, 0.1, -0.1], [0.3, 0.0, -0.1], [0.2, -0.1, 0.2], [-0.1, 0.1, -0.1], [0.0, -0.1, 0.2], [-0.2, -0.1, 0.1], [-2.1, -3.1, 1.8], [5.1, 5.6, -2.6], [-0.3, -0.1, 0.8], [0.4, -0.4, 0.1], [-0.5, 0.2, -0.3], [0.1, -0.2, -0.4], [0.3, -0.6, 0.2], [-0.3, 0.0, 0.1], [-2.7, -2.1, -0.2], [0.3, -0.1, -0.4], [0.2, 0.4, 0.6], [0.0, 0.0, 0.0], [-0.3, 0.0, 0.0], [-0.1, -0.2, -0.1], [0.0, 0.1, 0.1], [0.1, -0.1, -0.1], [0.1, 0.0, -0.1], [0.1, 0.0, 0.0], [-0.2, 0.0, -0.1], [-0.1, 0.1, 0.2], [-0.1, 0.0, -0.1], [0.0, 0.1, 0.1], [0.2, 0.0, 0.2], [0.1, -0.1, 0.0], [-0.2, 0.1, 0.3], [-0.2, 0.3, 0.0], [0.1, -0.1, 0.1], [-0.1, 0.2, -0.1], [0.0, 0.0, -0.2]]}

{"formula": "C28H67BBrClN2O15S2", "method": "ωB97M-V/def2-TZVPD", "smiles": "CCCO[C@@](Br)(O[C@@](Cl)(COO)S(C)(=O)=O)[C@@](CC(=O)N(C)C)(O[C@@H](O)S)B(N)O.CC(C)O.CC(C)O.CC(C)O.CC(C)O.CC(C)O", "molar_mass_g_mol": 862.15, "energy_ha": -6200.5207, "symbols": ["C", "C", "C", "O", "C", "Br", "O", "C", "Cl", "C", "O", "O", "S", "C", "O", "O", "C", "C", "C", "O", "N", "C", "C", "O", "C", "O", "S", "B", "N", "O", "H", "H", "H", "H", "H", "H", "H", "H", "H", "H", "H", "H", "H", "H", "H", "H", "H", "H", "H", "H", "H", "H", "H", "H", "H", "H", "H", "C", "C", "C", "O", "H", "H", "H", "H", "H", "H", "H", "H", "C", "C", "C", "O", "H", "H", "H", "H", "H", "H", "H", "H", "C", "C", "C", "O", "H", "H", "H", "H", "H", "H", "H", "H", "C", "C", "C", "O", "H", "H", "H", "H", "H", "H", "H", "H", "C", "C", "C", "O", "H", "H", "H", "H", "H", "H", "H", "H"], "coordinates": [[-0.798, -4.755, -2.232], [-2.243, -4.534, -2.736], [-2.849, -3.161, -2.378], [-3.007, -2.410, -3.591], [-2.869, -1.031, -3.571], [-4.017, -0.406, -5.062], [-3.229, -0.500, -2.333], [-4.520, -0.436, -1.842], [-5.672, -1.652, -2.466], [-4.439, -0.742, -0.331], [-3.565, 0.085, 0.405], [-2.309, -0.617, 0.527], [-5.305, 1.272, -2.091], [-6.753, 1.068, -3.095], [-4.382, 2.111, -2.809], [-5.755, 1.682, -0.776], [-1.387, -0.606, -3.901], [-0.516, -0.997, -2.669], [0.806, -0.259, -2.498], [1.831, -0.637, -3.000], [0.744, 0.913, -1.685], [1.920, 1.771, -1.921], [0.753, 0.475, -0.265], [-1.129, -1.384, -5.069], [0.175, -1.561, -5.507], [0.719, -2.747, -4.965], [0.141, -1.736, -7.331], [-1.257, 0.978, -4.254], [-1.441, 2.024, -3.312], [-0.882, 1.263, -5.567], [-0.656, -5.755, -1.807], [-0.082, -4.655, -3.061], [-0.506, -3.999, -1.489], [-2.898, -5.323, -2.339], [-2.278, -4.621, -3.829], [-3.826, -3.292, -1.894], [-2.208, -2.645, -1.655], [-4.115, -1.789, -0.236], [-5.448, -0.662, 0.092], [-2.273, -0.764, 1.491], [-7.494, 0.432, -2.608], [-6.478, 0.731, -4.100], [-7.130, 2.100, -3.146], [-0.266, -2.066, -2.733], [-1.101, -0.847, -1.751], [2.812, 1.409, -1.392], [2.127, 1.861, -2.993], [1.705, 2.774, -1.526], [1.548, -0.266, -0.076], [-0.217, 0.043, 0.015], [0.939, 1.356, 0.361], [0.817, -0.706, -5.269], [1.043, -3.321, -5.669], [-0.237, -0.476, -7.590], [-0.734, 2.753, -3.305], [-1.547, 1.719, -2.349], [-0.449, 2.126, -5.617], [-2.958, -4.327, 2.771], [-4.176, -3.744, 2.074], [-5.460, -4.442, 2.491], [-4.015, -3.803, 0.656], [-2.845, -5.384, 2.511], [-2.055, -3.803, 2.461], [-3.049, -4.249, 3.855], [-4.250, -2.679, 2.305], [-5.418, -5.501, 2.223], [-6.318, -4.002, 1.982], [-5.618, -4.368, 3.568], [-3.942, -4.730, 0.399], [4.034, 3.050, 2.910], [4.247, 2.353, 1.575], [5.715, 2.349, 1.182], [3.454, 2.961, 0.559], [4.352, 4.095, 2.842], [2.978, 3.040, 3.183], [4.609, 2.569, 3.703], [3.886, 1.323, 1.641], [6.081, 3.374, 1.070], [5.858, 1.841, 0.228], [6.324, 1.852, 1.940], [3.716, 3.886, 0.470], [-0.139, 5.024, -0.633], [0.840, 5.960, 0.058], [0.491, 7.419, -0.192], [2.177, 5.684, -0.372], [-0.114, 5.186, -1.715], [0.129, 3.983, -0.446], [-1.161, 5.188, -0.290], [0.843, 5.766, 1.132], [0.530, 7.638, -1.263], [1.201, 8.076, 0.310], [-0.513, 7.650, 0.166], [2.208, 5.832, -1.324], [-0.068, 0.810, 3.994], [-0.860, -0.451, 4.292], [-0.261, -1.237, 5.447], [-0.952, -1.278, 3.128], [0.960, 0.559, 3.718], [-0.517, 1.354, 3.163], [-0.035, 1.466, 4.865], [-1.892, -0.185, 4.528], [0.758, -1.549, 5.202], [-0.847, -2.134, 5.648], [-0.224, -0.635, 6.355], [-0.061, -1.552, 2.882], [7.315, -1.416, 5.565], [7.248, -0.569, 4.304], [8.337, -0.948, 3.313], [7.324, 0.819, 4.626], [8.273, -1.264, 6.071], [6.523, -1.132, 6.259], [7.215, -2.477, 5.336], [6.271, -0.696, 3.833], [9.324, -0.782, 3.756], [8.268, -0.334, 2.414], [8.264, -1.997, 3.025], [8.176, 0.980, 5.046]], "forces_ev_per_a": [[0.2, 0.2, -0.4], [0.0, 0.0, 0.1], [0.2, -0.5, 0.4], [-0.1, 0.3, 0.0], [0.3, -0.9, -0.2], [0.2, 0.1, 0.0], [-0.1, 0.6, -0.3], [0.0, -0.1, 0.5], [-0.1, 0.0, 0.0], [-0.3, -0.6, 0.2], [0.1, -0.1, -0.3], [-0.3, 0.1, 0.2], [0.1, 0.7, 0.2], [-0.2, 0.3, -0.3], [-0.2, -0.4, 0.2], [0.1, -0.4, -0.4], [-0.5, 0.6, 0.2], [0.2, -0.5, 0.4], [-0.6, 0.2, 0.1], [0.2, 0.1, -0.4], [1.0, -0.5, 0.2], [-0.1, 0.3, 0.2], [-0.5, 0.2, 0.1], [0.1, -0.2, 0.2], [0.1, 0.1, -0.3], [-0.1, 0.1, -0.1], [0.0, 0.0, 0.0], [-0.2, 0.3, -0.4], [0.7, -0.6, 0.3], [0.6, -0.1, 0.6], [-0.1, 0.2, 0.0], [-0.2, 0.0, 0.2], [-0.1, -0.3, 0.0], [0.1, 0.2, -0.1], [0.0, 0.0, 0.3], [0.2, 0.1, -0.3], [-0.2, 0.0, -0.2], [-0.1, 0.3, -0.1], [0.3, 0.2, 0.0], [0.2, 0.0, -0.1], [0.2, 0.1, -0.1], [-0.1, 0.0, 0.4], [0.1, -0.3, 0.0], [-0.1, 0.3, -0.1], [0.1, 0.1, -0.3], [-0.1, 0.0, -0.3], [-0.1, -0.2, 0.2], [0.0, -0.3, 0.0], [0.0, 0.2, 0.0], [0.3, 0.2, -0.1], [0.0, -0.2, -0.1], [-0.2, -0.2, 0.2], [-0.1, 0.1, 0.1], [0.0, 0.0, 0.1], [-0.4, 0.1, -0.2], [-0.2, 0.1, -0.2], [-0.4, -0.1, -0.2], [0.1, 0.0, -0.1], [0.0, -0.2, 0.1], [-0.1, 0.1, -0.1], [0.0, 0.0, 0.0], [0.0, 0.0, 0.0], [0.0, 0.0, 0.0], [0.0, 0.0, 0.0], [0.0, 0.0, -0.1], [0.0, 0.0, 0.0], [0.0, 0.0, 0.0], [0.0, 0.0, 0.0], [0.0, 0.0, 0.0], [-0.1, -0.1, 0.0], [0.2, 0.3, 0.1], [0.1, -0.1, -0.1], [0.0, -0.2, 0.1], [0.0, 0.0, 0.0], [0.0, 0.0, 0.0], [0.0, 0.0, 0.0], [0.0, 0.0, 0.0], [0.0, 0.0, 0.1], [0.0, 0.0, 0.0], [0.0, 0.0, 0.0], [-0.2, 0.0, 0.0], [0.1, -0.1, 0.1], [-0.1, 0.0, -0.2], [0.1, 0.0, 0.1], [0.1, 0.0, 0.0], [0.0, 0.0, 0.0], [0.0, 0.0, 0.0], [0.0, 0.0, 0.0], [0.0, 0.0, 0.0], [-0.1, 0.0, 0.0], [0.0, 0.0, 0.0], [0.0, 0.0, 0.0], [0.0, 0.0, 0.0], [-0.1, 0.0, -0.1], [0.2, 0.0, 0.2], [-0.1, -0.1, 0.0], [-0.2, 0.0, -0.1], [0.0, 0.0, 0.0], [0.0, 0.0, 0.0], [0.0, 0.0, 0.0], [0.0, 0.0, 0.0], [0.0, 0.1, 0.0], [0.0, 0.0, 0.0], [0.0, 0.0, 0.0], [0.0, 0.0, 0.0], [-0.1, 0.0, 0.0], [0.2, -0.1, 0.1], [0.0, 0.1, -0.1], [-0.1, 0.0, -0.1], [0.0, 0.0, 0.0], [0.0, 0.0, 0.0], [0.0, 0.0, 0.0], [0.0, 0.1, 0.0], [0.0, 0.0, 0.0], [0.0, 0.0, 0.0], [0.0, 0.0, 0.0], [0.0, 0.0, 0.0]]}

no.,F_max (eV/Å)
1,8.03
2,1.13